{"formula": "C18H20N2O4S", "method": "wB97M-V/def2-TZVPD", "symbols": ["C", "O", "C", "C", "C", "C", "C", "C", "N", "C", "O", "C", "S", "C", "C", "C", "C", "C", "N", "O", "O", "C", "C", "C", "C", "H", "H", "H", "H", "H", "H", "H", "H", "H", "H", "H", "H", "H", "H", "H", "H", "H", "H", "H", "H"], "coordinates": [[-6.0188, -0.1371, 0.3493], [-5.2155, 0.7722, -0.3653], [-3.9336, 0.9500, 0.0409], [-3.3948, 0.4504, 1.2228], [-2.0645, 0.6808, 1.5207], [-1.2389, 1.4108, 0.6747], [0.2070, 1.5847, 1.0666], [1.0990, 2.2302, 0.0097], [2.4893, 1.9995, 0.3386], [3.3795, 1.5321, -0.5539], [3.1577, 1.4188, -1.7416], [4.6966, 1.1004, 0.0638], [4.4315, -0.4160, 1.0421], [3.7757, -1.5393, -0.2576], [2.2829, -1.5608, -0.2961], [1.5881, -1.1161, -1.4182], [0.2080, -1.1638, -1.4502], [-0.4836, -1.6718, -0.3578], [-1.9155, -1.7685, -0.4089], [-2.4801, -2.3191, 0.5159], [-2.4824, -1.3080, -1.3771], [0.1944, -2.1071, 0.7762], [1.5719, -2.0426, 0.8028], [-1.7935, 1.9332, -0.4873], [-3.1174, 1.7058, -0.8011], [-5.5444, -1.1208, 0.4122], [-6.9470, -0.2175, -0.2143], [-6.2402, 0.2275, 1.3583], [-3.9886, -0.1363, 1.9046], [-1.6561, 0.2709, 2.4342], [0.2539, 2.1801, 1.9848], [0.6163, 0.5967, 1.3033], [0.9037, 3.3060, -0.0571], [0.9384, 1.7804, -0.9729], [2.7442, 2.0344, 1.3139], [5.4328, 0.8940, -0.7128], [5.0860, 1.8391, 0.7623], [4.2005, -1.2154, -1.2054], [4.1665, -2.5230, 0.0059], [2.1297, -0.7213, -2.2636], [-0.3459, -0.8223, -2.3107], [-0.3687, -2.4910, 1.6128], [2.1139, -2.3673, 1.6789], [-1.1940, 2.5188, -1.1658], [-3.5452, 2.0950, -1.7107]], "forces_ev_per_a": [[-0.1, -0.2, 0.1], [0.1, 0.2, -0.2], [0.3, 0.2, 0.0], [-0.3, 0.0, -0.1], [0.1, 0.2, -0.2], [0.1, 0.0, 0.3], [0.0, 0.0, -0.1], [-0.2, -0.1, 0.0], [-0.2, 0.3, 0.2], [0.4, 0.2, 0.4], [0.0, -0.1, -0.5], [-0.1, -0.5, 0.0], [0.3, -0.1, -0.1], [0.3, 0.3, 0.4], [-0.3, 0.0, -0.1], [0.1, -0.1, 0.2], [-0.4, -0.1, 0.1], [1.4, 0.1, 0.0], [-0.7, -0.1, -0.1], [-0.1, -0.2, 0.2], [-0.1, 0.0, -0.2], [-0.3, 0.0, -0.1], [0.0, 0.1, -0.2], [-0.1, 0.0, 0.1], [-0.3, -0.1, 0.1], [0.0, 0.0, 0.0], [0.0, 0.0, 0.1], [0.0, 0.0, 0.0], [-0.1, -0.1, 0.0], [0.1, -0.1, 0.1], [0.1, 0.0, 0.0], [0.0, 0.1, 0.0], [-0.1, -0.1, -0.1], [0.0, 0.1, 0.1], [0.1, -0.1, -0.1], [-0.1, 0.2, 0.0], [0.0, 0.0, 0.0], [0.0, -0.1, -0.1], [0.0, 0.0, -0.1], [0.0, 0.0, 0.0], [0.0, 0.0, 0.0], [0.0, 0.0, 0.0], [0.0, -0.1, 0.1], [0.1, 0.1, -0.1], [-0.1, 0.0, -0.1]], "nbo_charge": [-0.254, -0.493, 0.314, -0.314, -0.145, -0.072, -0.425, -0.227, -0.607, 0.667, -0.636, -0.615, 0.196, -0.548, -0.005, -0.215, -0.187, 0.077, 0.515, -0.392, -0.370, -0.205, -0.210, -0.206, -0.240, 0.188, 0.198, 0.171, 0.224, 0.201, 0.208, 0.219, 0.194, 0.231, 0.396, 0.242, 0.241, 0.242, 0.241, 0.245, 0.251, 0.248, 0.220, 0.211, 0.223], "e_homo_ev": -8.1, "fmax_ev_per_a": 1.4, "relative_energy_kcal_mol": 84.7, "total_energy_ev": -40993.9343, "smiles": "COc1ccc(CCNC(=O)CSCc2ccc([N+](=O)[O-])cc2)cc1", "lumo_ev": -0.413}